[1]
Computed, not measured: a molecular structure, C21H56N3O4Si4TeY, with the ωB97M-V functional and the def2-TZVPD basis.

Last column: Mulliken charge in e.
Positions of all 90 atoms, in Å:
Y: -0.446 0.067 0.965  0.486
C: 0.629 -3.310 0.931  -0.956
C: 1.578 -2.833 1.982  -0.728
O: 1.200 -1.496 2.326  0.314
C: 2.326 -0.774 2.881  -0.004
C: 3.165 -0.213 1.773  -0.507
O: 2.282 0.647 1.081  0.469
C: 2.817 1.350 -0.028  -0.852
C: 2.807 0.459 -1.237  -0.718
O: 1.476 -0.064 -1.334  0.007
C: 1.405 -1.300 -2.048  -0.834
C: 1.585 -2.447 -1.100  -0.551
O: 0.542 -2.346 -0.121  -0.115
H: 0.922 -4.287 0.542  0.435
H: -0.378 -3.407 1.346  0.329
H: 1.512 -3.476 2.863  0.398
H: 2.612 -2.849 1.632  0.451
H: 1.910 0.038 3.466  -1.240
H: 2.901 -1.427 3.538  0.543
H: 4.000 0.350 2.200  0.609
H: 3.579 -0.986 1.115  0.279
H: 2.168 2.219 -0.165  0.261
H: 3.825 1.715 0.181  0.450
H: 3.064 1.014 -2.142  0.471
H: 3.518 -0.365 -1.130  0.437
H: 0.417 -1.356 -2.497  0.260
H: 2.136 -1.336 -2.858  0.383
H: 1.503 -3.396 -1.637  0.552
H: 2.563 -2.415 -0.610  0.295
N: -1.894 -1.255 -0.701  -0.360
C: -2.588 -0.406 -1.689  -0.622
C: -1.599 0.588 -2.259  -0.704
N: -0.906 1.345 -1.199  0.248
C: -1.530 2.657 -0.929  -0.588
C: -2.874 2.443 -0.283  -0.882
N: -2.681 1.580 0.902  -0.069
H: -2.580 -1.865 -0.262  0.291
H: -1.246 -1.880 -1.165  0.053
H: -3.023 -0.989 -2.503  0.468
H: -3.409 0.085 -1.175  0.301
H: -0.848 0.064 -2.846  0.263
H: -2.114 1.259 -2.952  0.481
H: 0.040 1.516 -1.515  0.198
H: -0.873 3.198 -0.247  0.238
H: -1.633 3.252 -1.841  0.480
H: -3.300 3.413 -0.023  0.536
H: -3.581 1.975 -0.963  0.341
H: -2.365 2.163 1.671  -0.315
H: -3.575 1.184 1.179  0.344
C: 1.411 5.181 5.164  -0.983
Si: -0.316 4.600 5.534  0.538
C: -0.724 4.864 7.333  -1.025
C: -1.547 5.514 4.479  -0.985
Si: -0.429 2.307 5.026  0.273
Te: 0.024 2.450 2.497  -0.686
Si: 1.204 1.062 6.136  0.596
C: 2.911 1.500 5.523  -0.703
C: 1.073 1.514 7.940  -1.142
C: 0.878 -0.786 5.999  -0.892
Si: -2.533 1.319 5.232  0.505
C: -2.986 1.298 7.037  -1.077
C: -2.452 -0.429 4.545  -0.646
C: -3.822 2.249 4.260  -0.756
H: 1.460 6.269 5.269  0.408
H: 1.718 4.927 4.146  0.276
H: 2.137 4.749 5.857  0.261
H: -0.673 5.932 7.565  0.419
H: -0.031 4.347 7.999  0.273
H: -1.735 4.524 7.573  0.297
H: -1.532 6.574 4.749  0.400
H: -2.564 5.147 4.632  0.266
H: -1.310 5.431 3.415  0.247
H: 3.098 2.571 5.632  0.334
H: 3.070 1.256 4.471  -0.131
H: 3.660 0.968 6.118  0.426
H: 1.361 2.554 8.109  0.272
H: 1.744 0.884 8.532  0.387
H: 0.060 1.379 8.328  0.318
H: 0.445 -1.097 5.047  -0.198
H: 0.179 -1.092 6.783  0.457
H: 1.806 -1.345 6.158  0.449
H: -2.357 0.603 7.599  0.297
H: -4.027 0.995 7.181  0.400
H: -2.863 2.289 7.479  0.265
H: -1.798 -1.077 5.129  0.302
H: -2.069 -0.416 3.510  -0.189
H: -3.448 -0.883 4.526  0.480
H: -3.877 3.300 4.548  0.247
H: -4.808 1.803 4.423  0.429
H: -3.606 2.209 3.195  -0.037

As for the total energy: -2762.9867 hartree. The total charge is +2. The relative energy (zero: lowest compared OMol25 entry of this formula, charge and spin) comes out at 195.05 kJ/mol.

***

[2]
Computed, not measured: a molecular structure, C21H56N5Na2O9Pb, with the ωB97M-V functional and the def2-TZVPD basis.

Last column: Mulliken charge in e.
Positions of all 94 atoms, in Å:
Na: -15.060 -17.966 -14.879  0.871
Na: -16.887 -15.635 -12.556  0.888
Pb: -13.365 -16.668 -12.091  1.260
C: -15.387 -18.482 -11.022  -0.190
O: -15.353 -17.799 -12.285  -0.518
H: -14.401 -18.546 -10.554  0.628
H: -16.160 -18.065 -10.366  -0.005
H: -15.784 -19.499 -11.128  -0.470
C: -13.495 -25.228 -8.414  -0.734
O: -14.164 -26.064 -9.344  -0.292
C: -13.229 -26.673 -10.215  -0.377
C: -13.865 -27.120 -11.529  -0.903
N: -14.544 -26.078 -12.298  -0.248
C: -15.394 -25.108 -11.641  -0.121
C: -16.187 -24.341 -12.709  -0.631
O: -16.989 -23.276 -12.219  -0.346
C: -16.381 -22.255 -11.524  -0.655
H: -14.282 -24.766 -7.825  0.239
H: -12.815 -24.505 -8.880  0.275
H: -12.869 -25.865 -7.780  0.334
H: -12.758 -27.527 -9.720  0.432
H: -12.478 -25.915 -10.473  0.306
H: -14.617 -27.892 -11.354  0.292
H: -13.108 -27.527 -12.196  0.434
H: -13.996 -25.574 -12.982  0.248
H: -14.802 -24.317 -11.157  0.064
H: -16.104 -25.612 -10.991  0.272
H: -16.910 -24.966 -13.227  0.275
H: -15.464 -23.906 -13.421  0.335
H: -15.870 -22.525 -10.592  0.321
H: -17.112 -21.480 -11.298  0.260
H: -15.555 -21.800 -12.112  0.264
C: -26.219 -19.693 -11.281  -0.743
O: -25.782 -20.201 -10.058  -0.357
C: -24.835 -21.239 -10.121  -0.617
C: -23.804 -21.017 -9.032  -0.757
N: -23.095 -19.757 -9.241  -0.211
C: -22.228 -19.441 -8.110  -0.842
C: -21.276 -18.337 -8.451  -0.597
O: -20.564 -18.607 -9.645  -0.294
C: -19.631 -17.648 -9.993  -0.460
H: -26.663 -20.479 -11.905  0.320
H: -25.374 -19.280 -11.859  0.295
H: -26.928 -18.869 -11.248  0.274
H: -24.312 -21.211 -11.087  0.331
H: -25.310 -22.219 -10.028  0.413
H: -23.230 -21.942 -8.910  0.488
H: -24.392 -21.040 -8.096  0.329
H: -23.914 -19.148 -9.173  0.229
H: -21.704 -20.384 -7.915  0.392
H: -22.703 -19.215 -7.148  0.399
H: -20.558 -18.040 -7.675  0.436
H: -21.848 -17.405 -8.614  0.365
H: -19.217 -17.860 -10.981  -0.048
H: -18.786 -17.441 -9.320  0.256
H: -20.213 -16.716 -10.109  0.416
C: -10.102 -12.122 -8.400  -0.747
O: -10.546 -12.841 -9.553  -0.335
C: -10.781 -14.184 -9.328  -0.436
C: -10.578 -14.826 -10.717  -0.764
N: -11.047 -16.220 -10.870  -0.009
C: -10.505 -17.151 -9.856  -0.850
C: -10.894 -18.584 -10.215  -0.857
O: -12.144 -18.603 -10.914  -0.087
C: -12.398 -19.897 -11.434  -0.811
H: -10.090 -11.066 -8.652  0.277
H: -9.061 -12.390 -8.191  0.323
H: -10.698 -12.341 -7.514  0.318
H: -11.808 -14.415 -9.010  0.220
H: -10.020 -14.649 -8.691  0.421
H: -9.531 -14.749 -11.017  0.300
H: -11.140 -14.175 -11.397  0.333
H: -10.607 -16.586 -11.721  0.335
H: -10.983 -16.874 -8.909  0.497
H: -9.447 -17.036 -9.611  0.445
H: -10.724 -19.223 -9.350  0.404
H: -10.147 -18.873 -10.969  0.441
H: -12.646 -20.636 -10.665  0.487
H: -11.789 -20.390 -12.195  0.402
H: -13.394 -19.894 -11.911  0.034
C: -18.457 -18.671 -13.943  0.664
O: -17.969 -17.582 -14.292  -0.685
N: -17.812 -19.660 -13.268  -0.152
N: -19.772 -18.955 -14.114  -0.395
H: -16.942 -19.457 -12.814  0.009
H: -18.333 -20.458 -12.938  0.204
H: -20.154 -19.694 -13.546  0.193
H: -20.327 -18.372 -14.713  0.226
C: -17.477 -14.345 -8.982  -0.714
O: -16.918 -15.345 -9.856  -0.332
H: -18.023 -14.757 -8.136  0.255
H: -16.706 -13.672 -8.608  0.341
H: -18.166 -13.712 -9.541  0.291
H: -15.981 -15.400 -9.659  0.231

As for the total energy: -2301.0389 hartree. The total charge is +3.

***

Short version: HOMO level = -12.101, -13.285 eV, in the order given.
Short version: gap between HOMO and LUMO = 6.45, 1.61 eV, in the order given.
Short version: max |F| = 1.28, 3.39 eV/Å, in the order given.